Record 1
C50H102F9N4O8S2 | wB97M-V/def2-TZVPD

* LUMO level: -2.518 eV
* orbital gap: 2.60 eV
* charge: +1

Each line ends with the Mulliken charge.
Cartesian coordinates (Å):
C 10.1470 11.0062 -0.3589  -1.32
C 9.8870 9.4587 -0.3518  -0.54
C 8.5450 9.2093 0.3222  -0.44
C 8.5627 7.7103 0.8322  -1.09
N 7.1603 7.1612 1.1738  0.19
C 7.2840 5.6630 1.5946  -0.73
C 7.5959 5.5630 3.0914  -0.78
C 7.2594 6.8636 3.7721  -0.53
C 6.6643 7.7339 2.5615  -0.66
C 6.0171 7.4247 0.0913  -1.02
C 6.3322 6.7799 -1.2381  -0.38
C 5.1664 6.9844 -2.1970  -1.34
H 9.2395 11.5965 -0.4856  0.34
H 10.9121 11.2895 -1.0817  0.40
H 10.6502 11.2388 0.5796  0.32
H 10.7537 9.1031 0.2054  0.36
H 9.8842 9.1452 -1.3958  0.36
H 7.7366 9.3364 -0.3979  0.32
H 8.3948 9.8173 1.2143  0.44
H 9.1704 7.6083 1.7314  0.53
H 8.8802 6.9773 0.0905  0.45
H 6.3282 5.1643 1.4341  0.42
H 7.9894 5.2404 0.8790  0.53
H 7.0340 4.7078 3.4668  0.39
H 8.6187 5.1873 3.1195  0.32
H 6.6175 6.7893 4.6499  0.38
H 8.2200 7.2849 4.0683  0.28
H 5.5797 7.8423 2.5697  0.49
H 7.0697 8.7452 2.5298  0.32
H 5.8948 8.5069 0.1345  0.58
H 5.2593 6.7888 0.5491  0.64
H 6.4045 5.6965 -1.1431  0.28
H 7.3168 7.1282 -1.5502  0.38
H 4.9844 8.0468 -2.3592  0.37
H 4.3386 6.3633 -1.8549  0.37
H 5.4244 6.5523 -3.1638  0.38
C -5.3319 -5.6740 -6.7773  -1.26
C -5.9496 -4.4854 -7.5413  -0.47
C -4.9829 -3.4436 -7.9142  -0.51
C -5.6094 -2.2034 -8.5227  -0.91
N -4.6045 -1.1588 -9.0968  0.40
C -3.7680 -0.5160 -7.9868  -0.81
C -4.5706 0.6506 -7.4477  -0.61
C -5.1895 1.3190 -8.6487  -0.53
C -5.3888 0.1110 -9.5774  -0.75
C -3.8064 -1.7567 -10.3145  -0.93
C -4.7631 -2.3630 -11.3700  -0.19
C -4.1153 -2.4638 -12.7353  -1.56
H -4.3814 -5.5331 -6.2627  0.36
H -5.1280 -6.5659 -7.3698  0.33
H -6.0688 -5.8493 -5.9935  0.34
H -6.7040 -3.9797 -6.9386  0.38
H -6.3584 -4.9498 -8.4386  0.30
H -4.2577 -3.8267 -8.6321  0.19
H -4.3808 -3.2152 -7.0348  0.32
H -6.2110 -1.6605 -7.7937  0.59
H -6.2552 -2.5796 -9.3162  0.30
H -2.8530 -0.1990 -8.4872  0.50
H -3.4309 -1.2749 -7.2806  0.35
H -3.8581 1.2558 -6.8871  0.46
H -5.2528 0.0965 -6.8030  0.29
H -4.5565 2.0593 -9.1380  0.34
H -6.1390 1.7464 -8.3263  0.30
H -5.2176 0.3337 -10.6306  0.49
H -6.4319 -0.1909 -9.6719  0.36
H -2.9547 -2.3955 -10.0806  0.57
H -3.3105 -0.8653 -10.6988  0.60
H -5.6835 -1.7890 -11.4777  0.38
H -5.1311 -3.3724 -11.1861  0.25
H -3.7800 -1.4949 -13.1053  0.38
H -4.8909 -2.6438 -13.4797  0.40
H -3.2284 -3.0895 -12.8356  0.36
C 1.9809 -6.0481 -4.2244  -1.16
C 1.9649 -5.3612 -2.7891  -0.61
C 3.1942 -6.0384 -2.0063  -0.63
C 3.3979 -5.4773 -0.6156  -1.02
N 4.7190 -6.0446 0.0625  0.33
C 6.0309 -5.6663 -0.6997  -0.80
C 6.2157 -4.1893 -0.6325  -0.49
C 5.6482 -3.8221 0.7541  -0.75
C 4.9210 -5.1065 1.2842  -0.85
C 4.6022 -7.5561 0.5164  -0.65
C 3.5171 -7.8153 1.6479  -0.24
C 3.3902 -9.2905 2.0885  -1.44
H 1.4651 -5.4752 -4.9951  0.35
H 1.4472 -6.9793 -4.0346  0.33
H 2.9802 -6.3507 -4.5374  0.34
H 0.9496 -5.3890 -2.3933  0.39
H 2.2400 -4.3065 -2.7756  0.40
H 4.1373 -5.8329 -2.5127  0.26
H 2.9107 -7.0851 -2.1162  0.35
H 2.5811 -5.7599 0.0485  0.42
H 3.3304 -4.3967 -0.4897  0.56
H 6.7500 -6.1447 -0.0348  0.55
H 6.0305 -6.0766 -1.7095  0.51
H 7.2142 -3.7705 -0.7576  0.39
H 5.4673 -3.6947 -1.2517  0.28
H 6.3670 -3.6359 1.5521  0.36
H 5.0551 -2.9120 0.6651  0.37
H 5.6573 -5.6402 1.8851  0.49
H 3.9200 -4.8923 1.6588  0.42
H 5.6211 -7.7124 0.8707  0.44
H 4.4118 -8.1726 -0.3621  0.37
H 2.5153 -7.5246 1.3314  0.26
H 3.6886 -7.0915 2.4446  0.38
H 2.6785 -9.4419 2.9001  0.37
H 4.2364 -9.9489 2.2850  0.37
H 2.9501 -9.8768 1.2819  0.38
C -2.3883 -4.0858 4.5783  -1.38
C -1.5581 -3.5791 5.8156  -0.53
C -2.5571 -2.9199 6.8687  -0.37
C -1.7185 -2.3636 8.0530  -1.29
N -2.1713 -1.0494 8.7595  0.41
C -1.3698 -0.8365 10.1034  -0.61
C -2.3619 -0.7438 11.2271  -0.49
C -3.6165 -0.3248 10.6753  -0.60
C -3.6618 -0.9944 9.2566  -0.55
C -2.0230 0.2525 7.8955  -0.96
C -0.5305 0.3706 7.3711  -0.27
C -0.3178 1.7816 6.7536  -1.48
H -2.9417 -4.9909 4.8286  0.37
H -1.7083 -4.3805 3.7790  0.37
H -3.0407 -3.3577 4.0962  0.38
H -0.8509 -2.8389 5.4413  0.35
H -1.0567 -4.4822 6.1636  0.32
H -3.3062 -3.6773 7.0994  0.49
H -2.7956 -2.0515 6.2548  0.14
H -0.6496 -2.3538 7.8398  0.58
H -1.8339 -3.1624 8.7855  0.52
H -0.6784 0.0057 10.1324  0.37
H -0.6813 -1.6491 10.3352  0.34
H -2.0385 0.0300 11.9233  0.29
H -2.4967 -1.6410 11.8313  0.34
H -3.5966 0.7609 10.5808  0.31
H -4.4826 -0.6286 11.2632  0.40
H -4.1902 -0.4860 8.4501  0.28
H -3.9622 -2.0420 9.2751  0.41
H -2.4311 0.9520 8.6250  0.58
H -2.6735 0.1138 7.0319  0.51
H -0.4111 -0.2307 6.4698  0.15
H 0.3262 0.1255 7.9988  0.49
H -0.2958 2.4856 7.5855  0.37
H -1.0548 2.1896 6.0619  0.36
H 0.6423 1.6998 6.2441  0.39
C -9.2280 -4.3974 2.5467  0.03
O -9.5429 -3.6336 1.3767  -0.22
O -9.9120 -3.8437 3.6488  -0.91
C -9.3218 -5.9249 2.2207  0.80
F -8.2687 -6.4434 1.6122  -0.31
F -9.4961 -6.6461 3.3497  -0.28
F -10.3294 -6.1910 1.4623  -0.29
C -8.7341 -2.5138 1.0639  -0.30
C -9.3284 -2.0745 -0.3352  -1.22
H -8.8714 -2.6534 -1.1378  0.29
H -10.4130 -1.9790 -0.3864  0.32
H -8.9301 -1.1014 -0.6224  0.40
H -7.7042 -2.5049 0.7071  0.24
H -8.8520 -1.7810 1.8621  0.36
H -8.1813 -4.4739 2.8410  0.07
C -2.4853 11.2581 2.0293  0.58
F -1.1870 11.1728 2.3362  -0.24
F -2.5586 10.7146 0.7871  -0.23
F -3.2450 10.6984 2.9197  -0.20
S -3.0735 13.1291 2.0044  1.07
O -2.2654 13.8078 0.9908  -0.67
O -4.4233 13.0534 1.4408  -0.66
O -2.9484 13.6528 3.3566  -0.64
C -2.4323 2.6881 -0.2497  0.58
F -3.4512 1.9916 -0.7516  -0.22
F -2.4293 3.8542 -0.8395  -0.21
F -2.7254 2.8875 1.0909  -0.24
S -0.7822 1.6884 -0.5408  1.06
O -1.0474 0.4547 0.1290  -0.64
O -0.6627 1.5113 -1.9724  -0.66
O 0.3467 2.4806 -0.0151  -0.67

---

Record 2
C14H10FeN2O5 | wB97M-V/def2-TZVPD

* LUMO level (alpha / beta): -0.079 / -3.651 eV
* orbital gap (alpha / beta): 6.20 / 4.85 eV
* multiplicity: 5

Each line ends with the Mulliken charge.
Cartesian coordinates (Å):
N 1.9143 -1.4247 0.5166  -0.09
C 1.6522 -2.5426 1.2697  0.25
O 0.8381 -2.6062 2.1775  -0.55
N 2.3989 -3.6883 0.9413  -0.09
C 3.3361 -3.8512 -0.0821  0.52
O 3.7604 -4.9768 -0.3422  -0.58
C 3.6741 -2.5938 -0.6949  -0.64
C 2.9655 -1.4760 -0.2949  0.13
H 2.1624 -4.5114 1.4761  0.20
H 4.4350 -2.5740 -1.4586  0.41
H 3.3015 -0.5190 -0.6915  0.41
O -4.0045 1.5050 -2.5396  -0.43
C -3.1126 1.4809 -1.7777  0.27
Fe -1.8346 1.0747 -0.6508  0.18
C -2.7478 -0.4075 -0.5022  0.41
O -3.4018 -1.3810 -0.5652  -0.42
C -1.0355 0.2833 -2.0584  0.20
O -0.5513 -0.3108 -2.9445  -0.40
C -0.4544 0.6485 1.0167  0.04
C 0.5196 1.5163 0.5128  -0.25
C 0.2431 2.6398 -0.2052  -0.63
C -1.0668 2.9946 -0.6052  -0.25
C -2.1841 3.0206 0.2634  -0.07
C -2.2973 2.2942 1.4296  -1.16
C -1.7109 1.0281 1.5118  -0.11
H -0.1223 -0.3644 1.2538  0.12
H 1.5559 1.2119 0.6649  0.44
H 1.0807 3.2436 -0.5665  0.36
H -1.1794 3.5784 -1.5192  0.51
H -2.9550 3.7564 0.0568  0.45
H -2.9933 2.6300 2.2196  0.29
H -2.1860 0.3214 2.1882  0.49